No. 1
A 14-piece molecular cluster, C34H67BCl26F9N4O3S overall. Source: the Open Molecules 2025 dataset; level of theory: wB97M-V/def2-TZVPD.

## Properties
LUMO energy = -3.23 eV
2S+1 = 1
Orbital gap = 8.311 eV
Charge = +1

Last column: Mulliken charge in e.
Positions of all 145 atoms, in Å:
C (-1.86817, -6.71764, 2.58354)  -1.111
C (-1.97744, -5.17724, 2.74574)  0.322
B (-2.54410, -4.57585, 1.41537)  0.749
O (-2.88644, -5.36465, 0.36148)  -0.387
N (-2.79266, -3.06761, 1.21402)  -0.084
C (-1.73231, -2.32648, 0.48957)  -1.633
C (-0.90878, -1.38844, 1.39760)  -0.938
C (0.53041, -1.20715, 0.91132)  0.816
F (0.67785, 0.10643, 0.70402)  -0.301
F (0.73540, -1.75090, -0.27464)  -0.324
C (1.63666, -1.55256, 1.93129)  0.535
F (2.77916, -1.22855, 1.42150)  -0.283
F (1.47048, -0.79255, 2.98181)  -0.267
S (1.72134, -3.33078, 2.51949)  1.480
F (0.66663, -3.81452, 1.43388)  -0.321
F (0.60581, -3.09030, 3.59653)  -0.328
F (2.81752, -2.91053, 3.55785)  -0.326
F (2.86548, -3.63748, 1.48782)  -0.316
F (1.82769, -4.80505, 3.01412)  -0.295
C (-3.88145, -2.56450, 1.66733)  0.388
N (-4.20331, -1.21812, 1.56915)  -0.378
N (-4.71640, -3.45293, 2.30610)  -0.110
C (-5.74080, -2.82859, 3.15773)  -0.658
O (-5.25230, -2.43746, 4.43530)  -0.220
N (-3.95460, -2.96783, 4.72438)  0.227
O (-3.99967, -3.81232, 5.51577)  -0.288
H (-2.87623, -7.09429, 2.44256)  0.017
H (-1.40556, -7.15709, 3.45880)  0.512
H (-1.33417, -6.96648, 1.67742)  0.209
H (-1.00294, -4.75827, 2.98573)  -0.067
H (-2.70880, -4.97453, 3.52300)  0.057
H (-2.45353, -5.07199, -0.45718)  0.311
H (-1.13554, -3.06302, -0.03495)  0.865
H (-2.23643, -1.70604, -0.24343)  0.408
H (-0.97930, -1.75856, 2.41955)  0.508
H (-1.39917, -0.42521, 1.39767)  0.523
H (-3.65668, -0.67783, 2.23621)  0.186
H (-4.06407, -0.86598, 0.62835)  0.310
H (-5.22258, -4.02964, 1.63584)  0.297
H (-6.26501, -2.00252, 2.69096)  0.360
H (-6.50113, -3.58908, 3.32838)  0.382
Cl (-0.75380, 4.63312, 0.52502)  -0.215
C (0.03914, 4.62482, 2.12636)  0.290
C (0.70927, 3.30641, 2.40707)  0.142
Cl (-0.47938, 1.98929, 2.63575)  -0.221
H (-0.71263, 4.86078, 2.87483)  0.486
H (0.77571, 5.42547, 2.12016)  -0.389
H (1.28962, 3.36958, 3.32436)  0.075
H (1.37724, 3.01903, 1.59981)  -0.185
Cl (2.73797, 3.99531, -0.03227)  -0.222
C (2.25483, 5.24077, -1.21915)  0.274
C (2.87977, 6.57690, -0.92154)  -0.421
Cl (2.22537, 7.31377, 0.56504)  -0.151
H (1.16810, 5.29650, -1.22373)  0.181
H (2.58944, 4.89751, -2.19512)  -0.298
H (2.67257, 7.26907, -1.73610)  0.359
H (3.95807, 6.49318, -0.80794)  0.274
Cl (0.30831, -4.47351, 9.81693)  -0.195
C (-0.43617, -4.61785, 8.20541)  -0.425
C (-1.85114, -5.13449, 8.27940)  0.222
Cl (-1.91915, -6.83939, 8.79411)  -0.183
H (0.19562, -5.26384, 7.59944)  0.339
H (-0.43341, -3.62160, 7.76386)  0.252
H (-2.31520, -5.08232, 7.29621)  0.028
H (-2.45326, -4.55432, 8.96939)  -0.058
Cl (2.73097, 5.31261, -4.75174)  -0.218
C (4.11769, 4.51732, -5.54600)  0.128
C (5.01787, 3.83510, -4.54967)  -0.608
Cl (5.88113, 5.00489, -3.51459)  -0.180
H (4.65184, 5.26841, -6.12014)  -0.078
H (3.71043, 3.78531, -6.23786)  0.228
H (5.77503, 3.25574, -5.07556)  0.361
H (4.46138, 3.16242, -3.90056)  0.352
Cl (-11.11455, -1.34741, 5.14721)  -0.181
C (-9.45052, -1.92155, 5.40525)  -0.551
C (-8.43008, -0.98985, 4.80283)  -0.260
Cl (-8.48254, -0.99531, 3.01512)  -0.212
H (-9.37188, -2.92319, 4.98853)  0.294
H (-9.29687, -1.98384, 6.48155)  0.367
H (-7.42758, -1.30288, 5.09345)  0.120
H (-8.57875, 0.03499, 5.13574)  0.488
Cl (1.08275, 6.93822, 3.93653)  -0.155
C (2.13371, 5.92207, 4.95987)  -0.151
C (3.58268, 6.28906, 4.79283)  -0.531
Cl (4.17273, 5.84300, 3.17435)  -0.122
H (1.95654, 4.88090, 4.70511)  -0.018
H (1.82219, 6.07883, 5.99135)  0.380
H (4.19197, 5.75181, 5.51820)  0.328
H (3.74080, 7.35550, 4.93323)  0.322
Cl (-7.33145, -4.42352, 11.03838)  -0.181
C (-5.65362, -4.96148, 11.30143)  -0.477
C (-4.65862, -4.07389, 10.60001)  -0.427
Cl (-4.75493, -4.23235, 8.82433)  -0.149
H (-5.57326, -5.99236, 10.96530)  0.324
H (-5.47461, -4.93405, 12.37496)  0.325
H (-3.64521, -4.35480, 10.89068)  0.295
H (-4.80874, -3.02694, 10.85080)  0.337
Cl (11.10299, 4.13596, -2.53784)  -0.187
C (10.10926, 5.24758, -1.56205)  -0.431
C (9.18538, 6.08063, -2.41307)  -0.207
Cl (10.06936, 7.26669, -3.40637)  -0.188
H (10.77961, 5.87039, -0.97469)  0.329
H (9.52350, 4.63325, -0.87960)  0.284
H (8.50715, 6.64551, -1.77434)  0.299
H (8.59160, 5.46104, -3.07989)  0.098
Cl (6.30881, 6.73097, -7.83051)  -0.178
C (5.57180, 6.65088, -9.45288)  -0.426
C (4.14207, 6.17693, -9.40654)  -0.486
Cl (4.01837, 4.46111, -8.93669)  -0.176
H (6.18716, 5.99999, -10.06908)  0.299
H (5.61053, 7.65644, -9.86841)  0.321
H (3.69096, 6.26626, -10.39383)  0.342
H (3.54994, 6.75972, -8.70471)  0.332
Cl (3.02437, 3.70959, -12.72874)  -0.218
C (2.96725, 2.12480, -11.90699)  0.657
C (1.64890, 1.42715, -12.11096)  -0.444
Cl (0.30814, 2.24879, -11.26695)  -0.202
H (3.17430, 2.28779, -10.85133)  0.216
H (3.77766, 1.51847, -12.32644)  -0.620
H (1.70503, 0.41679, -11.70803)  0.300
H (1.39061, 1.36347, -13.16545)  0.327
Cl (-1.71603, -8.64169, -0.41844)  -0.157
C (-2.72623, -10.09464, -0.20194)  -0.492
C (-4.12052, -9.76259, 0.26254)  -0.449
Cl (-4.15852, -9.13906, 1.93754)  -0.183
H (-2.21898, -10.75345, 0.49849)  0.317
H (-2.77439, -10.59139, -1.16938)  0.341
H (-4.73250, -10.66285, 0.25067)  0.353
H (-4.58712, -9.01969, -0.37933)  0.298
Cl (5.42879, 0.07402, -12.38356)  -0.235
C (5.91434, 0.62611, -14.01205)  -0.438
C (7.05888, -0.18223, -14.56655)  -0.496
Cl (8.57581, 0.11103, -13.68210)  -0.179
H (6.16560, 1.68214, -13.94605)  0.353
H (5.04213, 0.52036, -14.65608)  0.324
H (7.23468, 0.09837, -15.60379)  0.334
H (6.84819, -1.24823, -14.52883)  0.323
Cl (-3.94367, 2.15881, 2.01135)  -0.086
C (-5.45286, 2.50876, 1.12789)  -0.602
C (-6.54288, 3.00458, 2.04049)  -0.526
Cl (-7.07997, 1.70370, 3.13166)  -0.094
H (-5.75882, 1.59843, 0.61657)  0.275
H (-5.21604, 3.26147, 0.37731)  0.386
H (-7.40259, 3.31586, 1.44924)  0.320
H (-6.22023, 3.84917, 2.64459)  0.340



No. 2
One molecule with the formula C5H14N2O. Source: the Open Molecules 2025 dataset; level of theory: wB97M-V/def2-TZVPD.

## Properties
Energy above the lowest of the compared OMol25 structures with the same formula, charge and spin = 73.7 kcal per mole
Structure (SMILES) = NCCC[C@H](N)CO
LUMO energy = 0.89 eV
2S+1 = 1
Orbital gap = 10.115 eV

Last column: Mulliken charge in e.
Positions of all 22 atoms, in Å:
N (2.02842, -1.50676, -2.18288)  -0.617
C (1.99652, -0.78167, -0.87449)  -0.312
C (0.90673, -1.36868, 0.11202)  -0.919
C (-0.44362, -0.69671, -0.17378)  -0.916
C (-0.69488, 0.61263, 0.72629)  0.450
N (-1.30163, 0.62497, 2.03252)  -0.662
C (-1.39467, 1.81391, -0.07257)  -0.850
O (-1.75604, 2.90024, 0.83876)  -0.592
H (1.32412, -2.20171, -2.27823)  0.244
H (1.89914, -0.77842, -2.89815)  0.274
H (2.95458, -0.82740, -0.27238)  0.206
H (1.92965, 0.28833, -1.09356)  0.247
H (0.73405, -2.39484, -0.31625)  0.320
H (1.38852, -1.55418, 1.00805)  0.545
H (-0.57606, -0.45536, -1.16853)  0.470
H (-1.17988, -1.39166, 0.12990)  0.401
H (0.27168, 1.06846, 0.83232)  0.247
H (-0.78681, 0.33019, 2.83200)  0.198
H (-2.18245, 0.16594, 2.14838)  0.197
H (-2.41481, 1.44083, -0.27880)  0.321
H (-0.79306, 2.21877, -0.82622)  0.379
H (-1.90949, 2.49314, 1.77562)  0.370



No. 3
One molecule with the formula C6H8O2. Source: the Open Molecules 2025 dataset; level of theory: wB97M-V/def2-TZVPD.

## Properties
Energy above the lowest of the compared OMol25 structures with the same formula, charge and spin = 85.4 kcal per mole
LUMO energy (spin up / spin down) = -0.32 / -0.09 eV
2S+1 = 1
Orbital gap (spin up / spin down) = 7.559 / 7.818 eV

Last column: Mulliken charge in e.
Positions of all 16 atoms, in Å:
C (0.02838, 0.14750, -1.23015)  -0.515
C (0.90736, -1.58280, 1.39644)  -1.246
C (0.17302, 1.61852, -1.34120)  -1.133
C (0.38803, -0.27671, 0.83689)  0.517
C (-0.71838, -0.51796, -0.23893)  0.519
C (-2.08372, 0.20869, 0.36523)  -0.209
O (0.58131, 0.78420, 1.39792)  -0.570
O (-2.26760, 1.25336, 0.81601)  -0.202
H (0.19767, -0.42202, -2.13918)  0.378
H (-0.94063, -1.56465, -0.41656)  0.511
H (1.81719, -1.38688, 1.96282)  0.359
H (0.16897, -2.00243, 2.08020)  0.306
H (1.12510, -2.30804, 0.61347)  0.345
H (-0.80449, 2.10191, -1.47900)  0.260
H (0.61714, 2.05186, -0.44443)  0.306
H (0.81066, 1.89543, -2.17952)  0.375



No. 4
C28H20BrIrN2OTe as an isolated structure. Source: the Open Molecules 2025 dataset; level of theory: wB97M-V/def2-TZVPD.

## Properties
Energy above the lowest of the compared OMol25 structures with the same formula, charge and spin = 13.2 kcal per mole
LUMO energy (spin up / spin down) = -8.14 / -8.14 eV
2S+1 = 1
Orbital gap (spin up / spin down) = 5.630 / 5.631 eV
Charge = +2

Last column: Mulliken charge in e.
Positions of all 54 atoms, in Å:
Ir (1.11633, 0.52486, -0.01201)  1.040
Br (-5.52914, 3.28894, 1.66298)  -0.088
C (-3.90706, 2.73456, 0.94691)  -0.258
C (-3.53691, 3.16829, -0.35512)  -0.358
C (-2.35313, 2.77937, -0.90693)  -0.721
C (-1.47526, 1.93918, -0.18174)  0.875
O (-0.34579, 1.61158, -0.71927)  -0.742
C (-1.85396, 1.48661, 1.10485)  0.233
C (-1.05711, 0.59689, 1.84163)  0.305
N (0.03610, -0.02257, 1.45562)  -0.353
C (0.62678, -1.02627, 2.31101)  -0.004
C (0.17062, -1.43010, 3.53551)  -0.920
C (0.83222, -2.47092, 4.22823)  -1.132
C (1.94106, -3.07247, 3.70322)  -0.946
C (2.44268, -2.65129, 2.44777)  1.353
C (3.59750, -3.18245, 1.83041)  -0.611
C (3.99424, -2.71014, 0.60906)  -0.719
C (3.24045, -1.70514, -0.01126)  -0.138
N (2.16924, -1.16790, 0.55387)  -0.312
C (1.76366, -1.63492, 1.76976)  1.072
C (-3.08050, 1.91162, 1.66047)  -0.764
H (-4.21269, 3.80551, -0.90967)  0.482
H (-2.05596, 3.08988, -1.89942)  0.497
H (-1.40743, 0.39348, 2.84605)  0.215
H (-0.69034, -0.97297, 4.00207)  0.403
H (0.44344, -2.78914, 5.18524)  0.452
H (2.44891, -3.86405, 4.23853)  0.481
H (4.16100, -3.95805, 2.33430)  0.490
H (4.86860, -3.09911, 0.10816)  0.454
H (3.50304, -1.34299, -0.99711)  0.457
H (-3.37546, 1.56716, 2.64343)  0.545
Te (2.34728, 2.65042, 0.67806)  0.503
C (3.79626, 2.01555, 2.03212)  0.546
C (3.55763, 1.01770, 2.97244)  0.395
C (4.54051, 0.71534, 3.90099)  -0.835
C (5.75474, 1.39378, 3.87809)  -0.569
C (6.00146, 2.35446, 2.91092)  -0.635
C (5.01944, 2.67579, 1.98156)  -0.688
C (0.85998, 3.37670, 1.94754)  0.732
C (0.12285, 4.45119, 1.46099)  -0.637
C (-0.93094, 4.95286, 2.21955)  -0.647
C (-1.23595, 4.38279, 3.44542)  -0.556
C (-0.47697, 3.32373, 3.93362)  -0.719
C (0.57659, 2.81481, 3.18936)  -0.369
H (2.62599, 0.47258, 2.97860)  0.117
H (4.35669, -0.04470, 4.64954)  0.463
H (6.50997, 1.17060, 4.61967)  0.431
H (6.95414, 2.86525, 2.87946)  0.417
H (5.21464, 3.43875, 1.23762)  0.429
H (0.36866, 4.91434, 0.51246)  0.426
H (-1.50008, 5.79651, 1.85226)  0.477
H (-2.05375, 4.77617, 4.03492)  0.488
H (-0.69906, 2.90138, 4.90588)  0.488
H (1.18650, 2.01932, 3.59720)  0.454